Record 1
{
  "formula": "C4H13NO3",
  "method": "wB97M-V/def2-TZVPD",
  "species": ["C", "N", "C", "C", "C", "O", "H", "H", "H", "H", "H", "H", "H", "H", "H", "O", "H", "H", "O", "H", "H"],
  "positions_angstrom": [[0.170, -1.977, 0.519], [-0.304, -0.766, 1.258], [0.852, -0.007, 1.811], [1.480, 0.940, 0.761], [2.814, 1.354, 1.343], [2.958, 1.831, 2.432], [0.811, -1.623, -0.290], [-0.739, -2.393, 0.099], [0.790, -2.649, 1.110], [-0.729, -1.141, 2.093], [1.593, -0.679, 2.244], [0.396, 0.616, 2.575], [1.532, 0.482, -0.223], [0.832, 1.812, 0.649], [3.710, 1.126, 0.719], [-3.934, 0.672, -4.995], [-3.104, 0.197, -5.023], [-3.796, 1.179, -4.208], [-1.727, 0.577, -1.254], [-1.052, 0.259, -0.644], [-2.552, 0.191, -0.973]],
  "mulliken_charge": [-0.94, -0.38, -0.71, -0.31, -0.10, -0.45, 0.32, 0.32, 0.37, 0.28, 0.37, 0.33, 0.35, 0.25, 0.31, -0.63, 0.32, 0.32, -0.69, 0.37, 0.31],
  "e_above_lowest_kcal_mol": 46.1,
  "e_tot_ev": -11990.47044,
  "smiles": "CNCCC=O.O.O",
  "homo_lumo_gap_ev": 10.68,
  "mol_weight_da": 123.2
}



Record 2
{
  "formula": "C4H13NO3",
  "method": "wB97M-V/def2-TZVPD",
  "species": ["C", "O", "C", "C", "C", "O", "N", "H", "H", "H", "H", "H", "H", "H", "H", "H", "H", "H", "H", "H", "O"],
  "positions_angstrom": [[3.820, -0.324, 0.032], [-0.407, 1.751, -0.672], [2.500, 0.004, 0.429], [-1.529, -0.438, 1.563], [-1.354, -1.657, 1.050], [-3.326, 1.021, -0.959], [1.986, 1.175, 0.707], [4.492, 0.489, -0.173], [4.205, -1.293, 0.030], [-0.681, 0.865, -1.029], [1.929, -0.917, 0.351], [-0.940, -0.265, 2.457], [-2.303, 0.224, 1.060], [-1.473, -1.787, -0.040], [-1.109, -2.595, 1.604], [-4.063, 1.235, -1.662], [2.689, 1.912, 0.749], [0.446, 1.529, -0.267], [-2.729, 0.338, -1.147], [-0.821, -0.587, -2.447], [-1.332, -0.680, -1.635]],
  "mulliken_charge": [-0.55, -0.62, 0.34, -0.40, -0.33, -0.65, -0.49, 0.25, 0.29, 0.33, 0.32, 0.26, 0.21, 0.21, 0.27, 0.28, 0.19, 0.39, 0.36, 0.17, -0.81],
  "e_above_lowest_kcal_mol": 242.8,
  "e_tot_ev": -11981.94143,
  "homo_lumo_gap_ev": 2.97,
  "mol_weight_da": 123.2
}



Record 3
{
  "formula": "C4H13NO3",
  "method": "wB97M-V/def2-TZVPD",
  "species": ["C", "C", "C", "C", "N", "H", "H", "H", "H", "H", "H", "H", "O", "H", "H", "O", "H", "H", "O", "H", "H"],
  "positions_angstrom": [[-1.252, 0.672, -2.786], [-1.149, -0.304, -1.866], [0.003, -0.553, -1.038], [0.069, -1.653, -0.236], [1.172, -1.982, 0.506], [-2.165, 0.794, -3.344], [-0.400, 1.326, -2.922], [-1.998, -0.962, -1.701], [0.972, -0.103, -1.215], [-0.732, -2.382, -0.243], [0.927, -2.506, 1.343], [1.754, -1.178, 0.751], [-0.517, 2.205, 0.231], [-0.633, 1.310, -0.165], [-0.709, 2.738, -0.547], [2.352, 0.748, 1.407], [1.897, 0.372, 2.172], [1.600, 1.136, 0.940], [-0.973, -0.102, 2.444], [-1.277, 0.143, 1.551], [-0.633, 0.732, 2.801]],
  "mulliken_charge": [-0.87, 0.12, -0.46, -0.33, -0.54, 0.27, 0.31, 0.21, 0.45, 0.35, 0.29, 0.31, -0.66, 0.23, 0.35, -0.71, 0.33, 0.36, -0.63, 0.33, 0.32],
  "e_above_lowest_kcal_mol": 43.9,
  "e_tot_ev": -11990.56915,
  "smiles": "C=C/C=C/N.O.O.O",
  "homo_lumo_gap_ev": 8.70,
  "mol_weight_da": 123.2
}